{"formula": "C3H3AuMgO4", "method": "ωB97M-V/def2-TZVPD", "multiplicity": 3, "molar_mass_da": 324.32, "lumo_energy_ev": [-1.716, -2.617], "elements": ["O", "C", "O", "Mg", "O", "C", "C", "O", "Au", "H", "H", "H"], "xyz": [[1.83821, 0.23961, 0.85288], [0.92398, 1.12007, 0.63635], [0.68349, 2.05494, 1.40663], [1.68631, -1.55713, 0.00878], [0.14350, -0.71012, -1.01543], [-0.31933, 0.49170, -0.54653], [-1.78739, 0.37032, -0.09467], [-2.10292, -0.85941, 0.46732], [-0.84900, -2.07744, -0.11675], [-2.40090, 0.56448, -1.00287], [-1.98418, 1.20665, 0.60742], [0.28671, 1.60365, -0.85750]]}

---

{"formula": "C15H23N3O2S", "method": "ωB97M-V/def2-TZVPD", "molar_mass_da": 309.43, "lumo_energy_ev": 0.536, "de_lowest_kj_mol": 1.8, "elements": ["C", "C", "C", "C", "N", "C", "S", "N", "C", "C", "C", "N", "C", "O", "C", "C", "C", "C", "O", "C", "C", "H", "H", "H", "H", "H", "H", "H", "H", "H", "H", "H", "H", "H", "H", "H", "H", "H", "H", "H", "H", "H", "H", "H"], "xyz": [[-1.39223, 1.27456, 2.65944], [-1.88908, 0.06584, 3.44799], [-1.75123, 0.31477, 4.94836], [-1.15496, -1.21982, 3.01422], [0.23694, -1.27054, 3.42434], [1.24827, -0.56251, 2.82954], [2.26675, 0.32856, 3.79293], [1.42383, -0.66106, 1.49489], [2.33439, 0.21145, 0.79013], [1.63636, 0.77569, -0.44654], [1.15103, -0.36232, -1.34714], [0.47101, 0.15138, -2.51220], [0.81508, -0.20114, -3.77503], [1.71403, -0.97740, -4.03519], [0.00008, 0.44348, -4.81739], [0.07796, 0.32993, -6.18099], [-0.93523, 1.16142, -6.70472], [-1.55527, 1.71916, -5.62776], [-1.00208, 1.29527, -4.48278], [0.24568, -1.30236, -0.54222], [1.00250, -1.78809, 0.69349], [-1.94756, 2.16446, 2.94567], [-1.52292, 1.11931, 1.58984], [-0.33880, 1.45552, 2.85972], [-2.94891, -0.09242, 3.21472], [-2.40636, 1.12709, 5.25325], [-2.02260, -0.57366, 5.51564], [-0.73190, 0.59982, 5.20004], [-1.64871, -2.08638, 3.46514], [-1.22751, -1.30864, 1.93127], [0.32042, -1.20303, 4.43252], [2.63728, 1.01479, 1.46342], [3.23038, -0.34627, 0.49128], [2.32760, 1.41653, -0.99410], [0.78184, 1.38010, -0.13197], [2.00815, -0.92674, -1.73162], [-0.29160, 0.79626, -2.37609], [0.77689, -0.27458, -6.72025], [-1.16974, 1.32221, -7.73661], [-2.37352, 2.40807, -5.54996], [-0.04730, -2.15381, -1.15723], [-0.65757, -0.76417, -0.24344], [0.40715, -2.47407, 1.29379], [1.90144, -2.32668, 0.36160]]}

---

{"formula": "C3H3F2N", "method": "ωB97M-V/def2-TZVPD", "multiplicity": 3, "molar_mass_da": 91.06, "lumo_energy_ev": [1.150, -3.108], "de_lowest_kj_mol": 113.8, "elements": ["C", "C", "C", "N", "F", "F", "H", "H", "H"], "xyz": [[0.31916, 0.15886, -1.20475], [0.55517, -0.11468, 0.80776], [-0.77651, -0.01104, 0.01605], [1.32183, 0.07808, -0.43109], [-1.58191, -1.08345, 0.00098], [-1.54293, 1.06448, 0.27380], [0.25308, 0.31203, -2.26177], [0.71492, 0.68129, 1.53336], [0.73719, -1.08556, 1.26567]]}

---

{"formula": "C8H7NO2", "method": "ωB97M-V/def2-TZVPD", "molar_mass_da": 149.15, "lumo_energy_ev": 0.530, "de_lowest_kj_mol": 344.1, "elements": ["C", "C", "C", "C", "C", "C", "C", "C", "N", "O", "O", "H", "H", "H", "H", "H", "H", "H"], "xyz": [[-2.39379, 0.01032, 1.67727], [1.40235, -0.01447, -2.29580], [1.38102, 1.18757, -1.58480], [0.66403, -1.13230, -1.89042], [0.57030, 1.14735, -0.48864], [-0.19070, -1.14484, -0.77759], [-0.11594, 0.06357, -0.10344], [-0.93554, 0.21833, 1.81125], [-3.47528, -0.35584, 1.59229], [-0.56415, 1.38328, 2.38510], [-0.31782, -0.88667, 2.38002], [1.96237, -0.01728, -3.24648], [1.93695, 2.06225, -1.79486], [0.62200, -1.98494, -2.59773], [0.65584, 1.93613, 0.13618], [-0.58880, -2.04584, -0.33387], [-0.05387, 1.24115, 3.25581], [-0.55897, -1.66778, 1.87568]]}

---

{"formula": "C3H7O5P2", "method": "ωB97M-V/def2-TZVPD", "molar_mass_da": 185.03, "lumo_energy_ev": 3.811, "de_lowest_kj_mol": 23.8, "total_charge": -1, "elements": ["C", "C", "C", "O", "O", "O", "O", "O", "P", "P", "H", "H", "H", "H", "H", "H", "H"], "xyz": [[1.67739, -0.66925, 1.83461], [-1.35107, -0.76998, -1.69605], [1.81930, 0.31492, 0.68833], [-2.90354, -0.21886, 0.75748], [1.44152, 0.91895, -2.06054], [-1.68799, 1.90764, 0.06462], [2.25438, 1.45527, 0.83612], [-0.47192, -0.31420, -0.67882], [1.37964, -0.26260, -1.19971], [-1.57747, 0.48304, 0.89118], [2.45055, -0.63795, 2.62413], [0.58922, -0.45415, 2.11779], [1.85166, -1.66382, 1.54724], [-0.93335, -1.56538, -2.28763], [-1.40150, 0.05217, -2.30293], [-2.27871, -0.95917, -1.23599], [-0.85811, 2.38337, 0.10017]]}

---

{"formula": "C20H21Br2N2V", "method": "ωB97M-V/def2-TZVPD", "multiplicity": 4, "molar_mass_da": 500.15, "lumo_energy_ev": [-4.085, -4.106], "total_charge": 1, "elements": ["V", "C", "C", "C", "C", "C", "C", "C", "C", "C", "C", "H", "H", "H", "H", "H", "H", "H", "H", "H", "H", "H", "H", "H", "H", "H", "Br", "C", "C", "C", "N", "C", "C", "C", "C", "C", "Br", "C", "C", "N", "H", "H", "H", "H", "H", "H"], "xyz": [[-0.47156, -0.30830, -0.11920], [-1.70343, -1.22721, 1.50762], [-0.90038, -2.24322, 0.90414], [0.46244, -1.89695, 1.10830], [0.50651, -0.65393, 1.80247], [-0.83053, -0.25782, 2.07973], [-1.26076, 0.88171, 2.95536], [1.76947, 0.00733, 2.28593], [1.65772, -2.75184, 0.81067], [-1.38550, -3.50879, 0.24612], [-3.20696, -1.19911, 1.61644], [-1.44956, 0.52166, 3.96860], [-2.18668, 1.34845, 2.61302], [-0.50158, 1.66122, 3.02244], [2.23438, -0.57423, 3.08530], [1.57806, 1.00414, 2.68200], [2.51487, 0.11025, 1.49510], [1.98370, -3.26872, 1.71565], [2.51140, -2.17183, 0.45395], [1.43779, -3.52267, 0.06976], [-1.09336, -4.38416, 0.82926], [-0.98384, -3.65040, -0.75913], [-2.47010, -3.52531, 0.15819], [-3.51759, -1.21454, 2.66321], [-3.66246, -2.06122, 1.13262], [-3.65609, -0.30953, 1.16904], [4.06601, 0.58589, -4.87496], [2.76201, 0.25991, -3.59188], [2.48702, -1.02925, -3.19111], [1.51813, -1.21146, -2.22214], [0.84312, -0.19573, -1.66598], [1.10958, 1.05809, -2.08843], [2.05948, 1.32344, -3.04258], [0.20848, 2.10805, -1.50414], [0.26441, 3.43530, -1.85019], [-0.69419, 4.29620, -1.33416], [-0.64094, 6.09995, -1.77797], [-1.68368, 3.81268, -0.50477], [-1.65989, 2.46731, -0.19103], [-0.73212, 1.62424, -0.66535], [3.00861, -1.87587, -3.61211], [1.27090, -2.20015, -1.86343], [2.25727, 2.33439, -3.36754], [1.03081, 3.80724, -2.51399], [-2.45153, 4.45777, -0.10442], [-2.39945, 2.03703, 0.46959]]}

---

{"formula": "C10H10BrClCrO4", "method": "ωB97M-V/def2-TZVPD", "multiplicity": 5, "molar_mass_da": 361.54, "lumo_energy_ev": [4.994, 4.983], "de_lowest_kj_mol": 0.0, "total_charge": -2, "elements": ["C", "C", "C", "H", "C", "C", "H", "H", "H", "H", "Cr", "Br", "C", "C", "C", "H", "C", "C", "H", "H", "H", "H", "O", "Cl", "O", "O", "O"], "xyz": [[0.27196, 1.73240, -1.24826], [-0.48354, 2.74526, -0.57916], [0.30536, 3.18476, 0.58873], [-1.45913, 3.14316, -0.84885], [1.55551, 2.40620, 0.60621], [1.51885, 1.50582, -0.50830], [2.29641, 0.79233, -0.77094], [-0.01767, 1.21382, -2.15608], [0.11734, 4.09412, 1.14387], [2.34464, 2.53127, 1.34244], [-0.19315, 1.06441, 0.78397], [-1.26898, -0.90897, -0.06423], [-0.37977, -4.56014, -0.27261], [0.96647, -4.42613, -0.77359], [0.88907, -4.00274, -2.15165], [1.87650, -4.61930, -0.21609], [-0.50515, -3.87686, -2.50156], [-1.28926, -4.22013, -1.34006], [-2.37183, -4.23258, -1.28326], [-0.66089, -4.87233, 0.72710], [1.73060, -3.82196, -2.81202], [-0.89666, -3.58469, -3.47024], [0.39490, 4.39063, 3.46599], [-0.87205, 3.79904, 3.18701], [-1.49558, 3.23586, 4.34544], [-1.71042, 4.72333, 2.49317], [-0.66352, 2.56342, 2.31295]]}

---

{"formula": "H3OPS", "method": "ωB97M-V/def2-TZVPD", "molar_mass_da": 82.06, "lumo_energy_ev": -0.129, "de_lowest_kj_mol": 180.7, "elements": ["O", "P", "S", "H", "H", "H"], "xyz": [[-0.34507, -0.37690, 1.70434], [-0.28755, -0.95659, 0.19483], [-1.14716, 0.82160, -0.57104], [0.32624, 0.26084, 2.03190], [1.71173, -0.81984, -0.18172], [-2.27137, 0.52355, -1.33265]]}